Entry 1:
{
  "formula": "C9H19NP",
  "method": "wB97M-V/def2-TZVPD",
  "symbols": ["C", "C", "C", "C", "C", "C", "C", "C", "C", "N", "P", "H", "H", "H", "H", "H", "H", "H", "H", "H", "H", "H", "H", "H", "H", "H", "H", "H", "H", "H"],
  "coordinates": [[0.868, -2.065, 1.258], [1.352, -1.593, -0.149], [-0.194, -1.205, 1.864], [1.770, -0.175, -0.184], [-0.896, 1.155, 2.205], [0.277, 0.210, 1.863], [0.805, 0.732, 0.479], [-0.951, 2.129, -1.650], [-0.905, -0.750, -4.086], [-1.443, 1.546, 1.009], [-0.930, 0.762, -0.350], [0.624, -3.041, 1.152], [1.771, -2.027, 1.953], [2.140, -2.254, -0.564], [0.502, -1.730, -0.832], [-0.967, -1.180, 1.103], [-0.683, -1.743, 2.691], [2.799, 0.044, 0.424], [1.871, 0.251, -1.120], [-1.683, 0.562, 2.867], [-0.414, 2.019, 2.755], [1.103, 0.271, 2.687], [1.157, 1.712, 0.829], [-1.397, 1.674, -2.456], [0.139, 2.306, -1.599], [-1.521, 2.834, -1.081], [0.049, -0.235, -3.925], [-1.449, -1.113, -3.156], [-1.308, -0.965, -5.040], [-2.484, 1.869, 1.053]],
  "forces_ev_per_angstrom": [[3.537, 2.406, 0.208], [-0.425, -1.271, 0.136], [-0.664, -1.091, -1.912], [2.828, 1.311, 3.140], [1.148, -1.433, 4.290], [1.222, 0.363, 2.639], [-1.960, -1.277, 2.298], [1.381, -1.170, 3.392], [-0.095, -0.105, 2.610], [-5.073, 1.377, -1.897], [1.808, 1.334, 0.019], [-1.042, -3.064, -0.024], [-0.884, -0.178, -0.732], [-0.374, 0.337, 0.448], [-0.075, 0.020, -0.102], [-0.877, -0.449, -0.309], [0.523, 1.058, 0.415], [-2.094, -0.838, -1.573], [0.911, 0.273, -2.382], [1.584, 1.567, -0.997], [-1.123, -0.594, -0.332], [-1.225, 0.356, -1.543], [-0.032, 0.279, -1.316], [-0.666, -0.239, -2.393], [-0.632, 0.438, -0.895], [-0.294, 0.967, -0.488], [-0.445, -0.269, -0.375], [0.723, 0.451, -1.472], [-0.166, -0.076, -0.707], [2.482, -0.483, -0.148]],
  "mulliken_charge": [-1.08, -0.42, -0.43, -0.96, -0.78, -0.34, -0.33, -0.98, -0.84, -0.15, 0.34, 0.59, 0.31, 0.36, 0.26, 0.24, 0.36, 0.32, 0.38, 0.32, 0.32, 0.58, 0.64, 0.43, 0.30, 0.41, 0.31, 0.22, 0.32, 0.32],
  "homo_ev": [-11.95, -13.18],
  "charge": 1
}

Entry 2:
{
  "formula": "C7H10NO3S2",
  "method": "wB97M-V/def2-TZVPD",
  "symbols": ["C", "C", "C", "C", "C", "C", "C", "N", "O", "O", "O", "S", "S", "H", "H", "H", "H", "H", "H", "H", "H", "H", "H"],
  "coordinates": [[0.983, -3.082, 1.828], [-0.108, -1.523, 0.410], [-0.593, 0.723, 0.272], [1.055, -3.629, 0.453], [0.386, -2.616, -0.478], [-1.306, 3.182, -0.131], [-0.206, 2.105, -0.271], [0.272, -1.827, 1.768], [1.441, -3.479, 2.807], [0.277, -0.248, 0.011], [-1.635, -1.471, 0.176], [-1.720, 0.784, 1.687], [-2.307, -0.089, -0.008], [2.161, -3.668, 0.142], [0.589, -4.577, 0.283], [-0.550, -3.055, -1.002], [1.056, -2.177, -1.191], [-1.773, 3.265, 0.901], [-2.043, 3.004, -0.816], [-0.926, 4.170, -0.347], [0.002, 1.883, -1.368], [0.666, 2.475, 0.238], [0.084, -1.354, 2.573]],
  "forces_ev_per_angstrom": [[-1.859, 2.158, -2.212], [-0.338, 0.093, 2.428], [-0.511, 2.198, 0.069], [2.011, 0.531, -2.175], [-1.713, -1.012, -0.236], [1.312, 0.137, 2.486], [-1.153, -0.537, -1.548], [0.213, -2.478, -4.990], [1.491, -1.552, 3.309], [0.266, 0.428, -0.067], [-0.108, -1.646, -0.189], [0.408, 0.106, 1.445], [0.403, 0.440, -0.372], [-1.535, -0.397, 0.739], [0.075, -0.747, 0.517], [1.820, 0.728, 0.679], [0.257, 0.070, -0.542], [0.750, -0.241, -1.271], [-2.234, -0.476, -1.725], [0.407, 0.120, -0.146], [0.131, 0.695, 1.281], [0.676, -0.378, 0.164], [-0.766, 1.758, 2.354]],
  "mulliken_charge": [0.23, 1.09, 0.62, -0.30, -0.94, -1.41, -0.09, -0.12, -0.47, -0.43, -0.39, -0.08, 0.26, 0.27, 0.33, 0.28, 0.28, 0.37, 0.42, 0.38, 0.28, 0.35, 0.09],
  "homo_ev": -13.84,
  "charge": 1
}

Entry 3:
{
  "formula": "C5H11NO",
  "method": "wB97M-V/def2-TZVPD",
  "symbols": ["C", "C", "C", "C", "N", "C", "O", "H", "H", "H", "H", "H", "H", "H", "H", "H", "H", "H"],
  "coordinates": [[1.277, -0.343, -0.494], [-0.890, -0.694, 0.370], [2.055, 0.276, 0.645], [-0.630, 0.368, -0.480], [-2.683, -0.386, 0.692], [-0.879, 1.487, -1.095], [1.528, -1.703, -0.685], [1.499, -2.154, 0.167], [1.505, 0.130, -1.449], [-2.836, 0.518, 1.137], [-3.233, -0.407, -0.165], [-0.532, -0.627, 1.394], [-0.971, -1.678, -0.080], [3.132, 0.147, 0.499], [1.847, 1.343, 0.713], [1.785, -0.185, 1.600], [-1.866, 1.927, -1.094], [-0.108, 1.981, -1.675]],
  "forces_ev_per_angstrom": [[-0.729, 2.105, -1.489], [-7.311, 0.819, 1.294], [-0.250, -0.070, -0.026], [5.814, -1.342, -0.311], [1.690, -1.386, 0.518], [-0.220, -0.101, -0.141], [-0.685, 0.160, 0.336], [0.007, -0.017, -0.014], [0.267, -0.013, 0.062], [0.435, -0.111, -0.223], [0.501, 0.024, -0.023], [0.300, -0.136, -0.224], [0.393, 0.055, 0.134], [-0.099, -0.084, -0.018], [-0.048, -0.016, 0.008], [0.021, 0.020, 0.060], [-0.115, 0.076, 0.081], [0.030, 0.016, -0.023]],
  "mulliken_charge": [-0.14, -0.35, -1.11, 0.39, -0.76, -0.75, -0.54, 0.36, 0.37, 0.22, 0.23, 0.27, 0.26, 0.35, 0.31, 0.31, 0.32, 0.26],
  "homo_ev": -7.62,
  "charge": 0
}

Entry 4:
{
  "formula": "C22H30N4O4S",
  "method": "wB97M-V/def2-TZVPD",
  "symbols": ["C", "C", "C", "C", "C", "C", "C", "C", "H", "H", "H", "N", "C", "C", "N", "C", "O", "C", "C", "C", "C", "N", "C", "H", "H", "H", "H", "S", "O", "O", "N", "C", "H", "C", "H", "O", "C", "H", "C", "H", "H", "H", "H", "H", "H", "C", "H", "C", "H", "H", "H", "H", "H", "H", "H", "H", "H", "H", "H", "H", "H"],
  "coordinates": [[-7.817, -0.614, -0.280], [-6.292, -1.076, -0.224], [-5.952, -2.289, -0.548], [-4.759, -2.858, -0.383], [-3.804, -2.127, -0.099], [-4.185, -0.704, 0.375], [-5.553, -0.312, 0.400], [-5.877, 1.218, 0.548], [-6.104, 1.874, -0.277], [-5.033, 1.592, 1.270], [-6.826, 1.351, 1.282], [-3.257, 0.401, 0.639], [-2.831, 1.234, -0.252], [-1.695, 1.154, -1.071], [-0.544, 0.660, -0.496], [0.473, 1.458, -0.239], [0.580, 2.408, -0.890], [1.726, 0.935, 0.392], [2.463, -0.149, 0.172], [3.548, -0.122, 1.043], [3.644, 1.115, 1.303], [2.486, 1.913, 1.157], [2.342, 3.310, 1.380], [1.699, 3.324, 2.417], [3.291, 3.888, 1.221], [1.876, 3.678, 0.497], [4.483, 1.369, 1.981], [4.779, -1.320, 1.140], [3.939, -2.753, 1.241], [5.555, -1.194, 2.402], [5.799, -1.384, -0.166], [5.263, -1.980, -1.519], [4.484, -2.577, -1.172], [4.863, -0.905, -2.308], [4.642, -1.186, -3.297], [5.977, 0.362, -2.365], [6.331, 0.682, -1.314], [7.111, 1.404, -1.065], [6.754, -0.399, -0.188], [6.825, 0.053, 0.902], [7.781, -0.953, -0.433], [5.310, 1.279, -0.456], [3.894, -0.326, -1.845], [6.046, -2.662, -1.856], [1.883, -1.068, -0.333], [-0.609, -0.518, 0.488], [0.195, -0.757, 1.158], [-1.836, -0.302, 1.462], [-2.183, -0.949, 1.908], [-1.797, 0.710, 2.163], [-0.939, -1.284, -0.169], [-1.434, 1.971, -1.777], [-1.833, 0.291, -1.846], [-3.671, 1.600, -0.614], [-2.430, 2.206, 0.587], [-2.778, -2.220, 0.371], [-4.587, -3.917, -0.634], [-6.956, -3.054, -0.814], [-8.280, -0.316, 0.633], [-8.316, -1.394, -0.562], [-7.864, 0.229, -1.039]],
  "forces_ev_per_angstrom": [[4.266, 3.743, -0.774], [-10.881, -2.320, -2.116], [-6.476, -6.243, -2.377], [-3.324, -7.386, -2.893], [7.814, 10.519, 6.416], [0.363, 0.201, -1.328], [9.070, 8.594, 2.313], [-0.469, -0.607, 5.685], [0.430, -0.310, -0.624], [-1.471, -0.094, -1.828], [1.883, -0.451, -1.751], [1.781, -10.234, 6.199], [2.824, 7.153, 3.343], [0.896, -3.413, -6.486], [1.982, -3.374, 5.639], [1.736, -3.796, 0.013], [0.996, 6.982, -2.636], [-0.652, 4.178, 0.858], [-4.597, -5.028, -1.621], [0.395, -4.179, -3.318], [1.984, 7.441, 6.253], [2.776, -5.855, -2.209], [-0.899, 0.251, 1.744], [1.826, 1.223, -2.610], [-0.387, -0.897, 1.447], [-1.574, 0.457, -0.180], [-0.609, 0.939, -0.570], [-1.962, -8.098, 3.922], [3.030, 5.882, -1.796], [-0.844, 1.212, -2.831], [-3.214, -2.792, 0.414], [3.432, -0.419, 4.442], [-1.769, -1.106, 0.245], [-2.239, 5.905, -0.195], [0.187, 0.245, -1.498], [-5.399, -6.453, -12.820], [2.479, 4.516, 17.757], [0.156, 0.674, -1.609], [3.195, 1.277, -0.292], [0.133, -0.568, -2.497], [-1.637, 1.389, 0.372], [1.907, -0.989, -2.225], [2.533, -1.283, -1.088], [0.103, 0.373, -0.330], [1.948, 1.959, 1.206], [-4.559, 1.556, 0.013], [0.841, 0.273, -0.646], [3.687, 16.934, -8.428], [-5.844, -12.110, 8.008], [0.790, -2.772, -1.504], [0.329, -1.451, -0.244], [-0.474, -0.045, 1.177], [-0.733, 1.045, 0.519], [-3.511, 2.381, -3.014], [-0.864, -1.439, -2.217], [-1.048, -1.246, -1.679], [-0.367, 0.374, 0.256], [3.205, 2.159, 0.435], [0.338, 0.548, 0.906], [-3.192, -4.436, -2.260], [-0.322, -0.995, 0.914]],
  "mulliken_charge": [-1.85, 1.25, -0.65, -0.78, -0.46, 0.11, 0.93, -1.55, 0.32, 0.40, 0.39, 0.16, -0.92, -1.42, 0.26, -0.02, -0.63, -0.43, 0.28, 0.57, -0.94, 0.53, -0.97, 0.29, 0.34, 0.31, 0.35, 1.13, -0.76, -0.70, 0.07, -0.74, 0.42, 0.01, 0.44, -0.36, -0.14, 0.39, -0.71, 0.40, 0.26, -0.08, 0.04, 0.34, 0.33, -0.15, 0.64, -2.63, 1.32, 0.31, 0.44, 0.44, 0.38, 1.01, 0.13, 0.29, 0.38, -0.04, 0.35, 0.65, 0.27],
  "homo_ev": -8.18,
  "charge": 0
}

Entry 5:
{
  "formula": "C3H10OS2",
  "method": "wB97M-V/def2-TZVPD",
  "symbols": ["C", "C", "S", "S", "C", "H", "H", "H", "H", "H", "H", "H", "H", "O", "H", "H"],
  "coordinates": [[-1.428, 1.351, -1.689], [-0.946, 1.666, -0.272], [0.715, 1.039, 0.087], [-0.217, -1.241, 0.022], [-0.105, -1.285, 1.782], [-2.427, 1.778, -1.842], [-1.448, 0.291, -1.850], [-0.818, 1.782, -2.492], [-0.931, 2.729, -0.054], [-1.681, 1.189, 0.356], [-0.881, -1.949, 2.165], [0.826, -1.743, 2.133], [-0.072, -0.319, 2.291], [3.374, -1.778, -0.562], [3.150, -1.032, 0.023], [2.891, -2.478, -0.096]],
  "forces_ev_per_angstrom": [[0.187, 1.231, -0.423], [-0.155, -0.094, -0.883], [-1.470, -2.767, -0.616], [1.565, 3.038, -0.235], [0.666, -0.950, 1.622], [0.030, -0.274, 0.159], [-0.187, -0.532, -0.012], [0.183, -0.009, 0.345], [0.021, 0.251, -0.049], [0.063, -0.027, 0.779], [-0.261, 0.283, 0.080], [0.084, -0.131, -0.329], [-0.741, -0.032, -0.388], [-0.423, 0.204, 0.970], [0.292, -0.046, -0.577], [0.147, -0.146, -0.444]],
  "mulliken_charge": [-0.97, -0.50, -0.12, -0.10, -0.82, 0.32, 0.27, 0.29, 0.41, 0.29, 0.32, 0.29, 0.32, -0.61, 0.29, 0.32],
  "homo_ev": -9.17,
  "smiles": "CCSSC.O",
  "charge": 0
}

Entry 6:
{
  "formula": "C5H12O3",
  "method": "wB97M-V/def2-TZVPD",
  "symbols": ["C", "C", "C", "C", "C", "O", "H", "H", "H", "H", "H", "H", "H", "H", "O", "H", "H", "O", "H", "H"],
  "coordinates": [[-0.663, 0.212, 3.008], [-0.493, 0.487, 1.727], [-1.461, 0.404, 0.649], [-1.131, 0.581, -0.642], [-1.989, 0.735, -1.830], [0.184, 0.366, -1.048], [0.145, 0.039, 3.724], [-1.428, -0.123, 3.679], [0.442, 0.952, 1.430], [-2.517, 0.228, 0.806], [-3.007, 0.371, -1.692], [-1.553, 0.250, -2.702], [-2.076, 1.794, -2.089], [0.821, 0.736, -0.438], [-0.590, -4.383, -4.389], [-0.087, -3.871, -3.762], [-1.144, -3.911, -5.008], [5.399, 1.545, 3.239], [5.825, 2.379, 3.004], [5.322, 1.210, 2.334]],
  "forces_ev_per_angstrom": [[1.229, -1.107, 2.053], [-0.569, 0.111, -0.351], [-0.807, 0.753, -0.649], [1.363, -1.509, 0.457], [-0.679, 0.185, -0.388], [-0.245, 0.992, -0.651], [0.938, 1.170, -0.731], [-1.799, -0.198, -1.127], [0.369, -0.510, 0.192], [-0.079, 0.360, 0.494], [0.040, -0.062, 0.178], [0.054, -0.152, 0.108], [0.072, 0.040, 0.046], [0.112, -0.078, 0.363], [0.015, -1.567, -0.093], [-0.249, 0.810, -0.226], [0.234, 0.763, 0.325], [0.247, 0.364, -0.961], [0.048, 0.221, 0.682], [-0.293, -0.587, 0.277]],
  "mulliken_charge": [-1.04, -0.11, -0.03, 0.59, -1.15, -0.48, 0.23, 0.31, 0.14, 0.33, 0.34, 0.31, 0.25, 0.30, -0.64, 0.32, 0.32, -0.63, 0.32, 0.31],
  "homo_ev": -8.23,
  "smiles": "C=C/C=C(/C)O.O.O",
  "charge": 0
}